C4H8OS | ωB97M-V/def2-TZVPD

**DFT total energy**: -17160.2155 eV
**HOMO level**: -0.335 Eh
**Relative energy (zero: lowest compared OMol25 entry of this formula, charge and spin)**: 22.6 kJ/mol
**Gap between HOMO and LUMO**: 9.90 eV

XYZ file:
```
14
Properties=species:S:1:pos:R:3:forces:R:3
C -2.18154 -0.64779 -0.19267 0.1 0.8 -0.5
C -1.02022 0.33732 -0.04753 -0.5 0.2 0.8
O -1.17352 1.53826 0.01404 -0.3 -0.4 -0.4
C 0.32545 -0.27406 0.19440 1.3 0.6 -1.2
C 1.48113 0.67067 -0.25361 -1.0 0.7 0.7
S 3.16079 0.00318 -0.14786 -0.2 -0.1 -0.5
H -2.70412 -0.67315 0.75448 -0.2 0.0 0.2
H -2.87369 -0.31095 -0.97187 0.1 0.0 0.2
H -1.84980 -1.64366 -0.42918 0.2 -0.4 -0.1
H 0.45882 -0.44382 1.24234 -0.2 -0.4 0.8
H 0.36307 -1.21634 -0.34140 0.3 -0.3 0.1
H 1.31001 0.92352 -1.29576 0.2 0.0 -0.2
H 1.37920 1.63486 0.31225 0.3 -0.9 -0.5
H 3.32442 0.10196 1.16238 0.0 0.0 0.4
```
Positions in Å, forces in eV/Å.

C3H8N2O | ωB97M-V/def2-TZVPD

**DFT total energy**: -8268.3781 eV
**HOMO level**: -0.337 Eh
**Relative energy (zero: lowest compared OMol25 entry of this formula, charge and spin)**: 91.5 kJ/mol
**Gap between HOMO and LUMO**: 10.04 eV

XYZ file:
```
14
Properties=species:S:1:pos:R:3:forces:R:3
C -0.93577 -1.93611 0.80304 0.2 -1.0 1.0
C 0.08092 -0.83112 0.90054 -0.7 2.5 -1.4
O 0.96599 -0.63231 1.69438 0.2 -1.1 0.6
N -0.23114 0.19070 -0.02049 -0.1 -1.6 0.7
C 0.48413 1.42421 -0.12441 0.7 1.1 -1.7
N 0.88976 1.70978 -1.52336 -0.2 0.2 0.5
H -0.52680 -2.90388 1.12329 0.1 0.3 -0.2
H -1.75255 -1.72491 1.50715 0.2 0.1 -0.2
H -1.36022 -2.03647 -0.18727 0.0 0.0 -0.2
H -0.85783 -0.09269 -0.76456 0.2 0.5 0.2
H -0.12494 2.30203 0.08233 -0.5 -0.3 0.7
H 1.33162 1.46441 0.56097 -0.1 -0.4 -0.2
H 1.83357 1.66497 -1.86305 0.1 -0.5 0.4
H 0.20325 1.40139 -2.18856 0.1 0.0 -0.2
```
Positions in Å, forces in eV/Å.

C29H18Cl6N4O6Pd | ωB97M-V/def2-TZVPD

**DFT total energy**: -127206.6543 eV
**HOMO level (spin up / spin down)**: -0.532 / -0.544 Eh
**Multiplicity**: 5
**Net charge**: +2
**Gap between HOMO and LUMO (spin up / spin down)**: 8.39 / 5.00 eV

XYZ file:
```
64
Properties=species:S:1:pos:R:3:forces:R:3
Pd 0.18197 0.43683 -0.98120 0.0 -0.2 -0.1
O 6.54146 1.31279 1.74115 -0.1 0.0 0.0
C 6.45031 1.02249 0.36863 0.0 0.0 0.0
C 5.00187 0.85448 0.00968 0.0 0.0 0.0
C 4.61915 0.55422 -1.29298 0.0 0.0 0.0
C 3.27853 0.41170 -1.58025 0.0 0.0 0.0
N 2.32556 0.55325 -0.65514 0.0 0.1 0.1
C 2.67839 0.85366 0.60662 -0.1 0.0 0.1
C 4.00551 1.00380 0.96614 0.0 0.0 0.0
C 1.56747 1.05312 1.57862 0.0 0.0 -0.1
C 1.78262 1.32650 2.91664 0.0 0.0 0.0
C 0.70442 1.57112 3.75973 0.1 0.0 0.0
C 0.95178 1.93911 5.20396 0.0 0.0 0.0
O 2.21433 1.50359 5.64779 0.0 0.0 0.0
C -0.57681 1.51311 3.22387 0.0 0.0 0.0
C -0.72482 1.20823 1.88650 0.0 0.0 0.0
N 0.31707 0.98672 1.08405 0.1 0.0 0.1
H 7.46048 1.45383 1.98235 0.1 0.0 0.0
H 6.98174 0.09871 0.11071 0.0 0.0 0.0
H 6.86639 1.82667 -0.24962 0.0 0.0 0.0
H 5.34892 0.43841 -2.08318 0.0 0.0 0.0
H 2.94776 0.18211 -2.58430 0.0 0.0 0.0
H 4.29231 1.25169 1.97553 0.0 0.0 0.0
H 2.77839 1.35554 3.33223 0.0 0.0 0.0
H 0.13349 1.57863 5.83115 0.0 0.0 0.0
H 0.94426 3.03176 5.26899 0.0 0.0 0.0
H 2.12573 0.68839 6.14869 0.0 0.0 0.0
H -1.45223 1.69691 3.83236 0.0 0.0 0.0
H -1.70684 1.12649 1.43663 0.0 0.0 0.0
O -4.05904 4.76893 -0.82721 -0.4 0.0 0.0
C -4.65635 3.58260 -0.90101 -0.1 0.0 0.0
O -5.84384 3.46168 -0.85152 0.1 0.0 0.0
C -3.78552 2.36880 -1.04847 0.0 0.1 0.1
C -4.25565 1.06182 -1.05828 0.0 0.0 -0.2
Cl -5.81821 0.45575 -0.95818 0.0 0.0 0.0
N -3.19538 0.23231 -1.22816 0.0 0.0 0.0
N -2.05439 0.92711 -1.32669 0.0 0.0 0.0
C -2.40334 2.20818 -1.21271 -0.1 -0.1 -0.1
C -1.29786 3.16928 -1.28478 0.5 0.2 0.1
O -1.26346 4.32148 -0.92878 -0.1 -0.2 -0.1
O -0.15633 2.64855 -1.74913 -0.2 0.2 0.0
C -3.23062 -1.19116 -1.42152 0.1 0.1 0.1
C -3.58947 -2.01021 -0.36356 0.0 0.0 0.0
C -3.65166 -3.37845 -0.57474 0.0 0.0 0.0
C -3.36011 -3.90294 -1.83039 0.0 0.0 0.0
C -3.01048 -3.06420 -2.88277 0.0 0.0 0.0
C -2.94764 -1.69328 -2.68214 0.0 0.0 0.0
H -3.09591 4.73973 -0.84955 0.4 0.0 0.1
H -3.82662 -1.58129 0.60145 0.0 0.0 0.0
H -3.94250 -4.03532 0.23379 0.0 0.0 0.0
H -3.43751 -4.97001 -1.99473 0.0 0.0 0.0
H -2.81621 -3.47200 -3.86618 0.0 0.0 0.0
H -2.70649 -1.01784 -3.49416 0.0 0.0 0.0
Cl 0.55782 -0.89829 -3.64080 -0.1 0.1 0.0
C 0.28603 -2.12299 -2.46120 0.1 -0.3 -0.3
C 0.03510 -1.67041 -1.14031 0.0 0.0 -0.1
C -0.21914 -2.64067 -0.16153 0.0 -0.4 0.1
Cl -0.51823 -2.14544 1.45323 0.0 0.0 0.0
C -0.22630 -3.99084 -0.46756 0.0 0.3 0.1
Cl -0.53283 -5.16588 0.70657 0.0 0.0 0.0
C 0.03988 -4.40901 -1.81878 0.0 0.0 0.0
Cl 0.02804 -6.03158 -2.20154 0.0 0.1 0.0
C 0.30860 -3.44836 -2.82931 0.0 0.4 0.0
Cl 0.60637 -3.93990 -4.42464 0.0 0.0 -0.1
```
Positions in Å, forces in eV/Å.

Max |F|, respectively: 0.0353, 0.0570, 0.0097 Eh/bohr.